w.
The following is a quantum chemistry calculation of the molecule C17H24N2O3, from the Open Molecules 2025 dataset.

Geometry as ORCA input:
```
! RIJCOSX wB97M-V def2-TZVPD def2/J DEFGRID3
* xyz 0 1
O -1.56061 -1.21459 4.73122
O 1.46182 3.08887 -1.78057
O -1.12717 -2.57475 0.46714
N -1.28823 1.02692 0.58329
N -2.11096 -1.28063 2.04604
C 0.91678 0.36829 -3.81698
C 0.34424 1.42757 -4.75302
C 1.94490 0.98208 -2.85408
C -0.60266 1.91589 -0.15819
C 0.53883 -2.26845 4.87808
C -2.56806 -2.38042 2.85982
C 2.47261 2.72689 -4.62088
C 1.26065 1.89451 -1.84963
C 3.04254 1.70411 -3.64098
C -0.18218 -0.92363 4.88785
C 0.16159 -0.13714 -0.62833
C -1.72067 -2.50491 4.13857
C -0.31047 -3.05093 3.88019
C -1.34643 -1.47212 0.93368
C -0.83820 -0.24199 0.31153
C 0.32237 1.23509 -0.93205
C 1.46238 2.07818 -5.56020
H 0.11125 -0.10759 -3.25568
H -0.26206 -4.12665 4.02831
H 1.57990 -2.17834 4.57874
H -0.00497 -2.82595 2.85791
H -2.26006 -3.13776 4.85714
H 0.16652 -0.29600 4.05312
H -2.05998 -0.40708 2.54814
H 1.98646 3.52417 -4.05878
H 2.40190 0.17179 -2.27358
H 3.28876 3.16903 -5.19660
H -2.48852 -3.29305 2.26721
H 1.95954 1.31731 -6.16794
H -0.38553 0.96703 -5.42297
H 3.71216 2.20817 -2.94135
H -0.17143 2.19165 -4.16662
H 1.04792 2.82881 -6.23629
H 0.48719 -2.72857 5.86543
H 0.71750 -0.96573 -1.01716
H -3.61322 -2.20355 3.12939
H -0.06136 -0.36732 5.81963
H -0.79592 2.96958 -0.12066
H 3.62317 0.95885 -4.19110
H -2.06644 1.25458 1.18101
H 1.41518 -0.40195 -4.41085
*
```

The SMILES is O=C(NC[C@H]1CCCO1)c1cc(C(=O)C2CCCCC2)c[nH]1. Its gap between HOMO and LUMO is 9.39 eV. The LUMO energy is 0.01930 Eh. The HOMO energy comes out at -8.9 eV.

x.
The following is a quantum chemistry calculation of the molecule C17H24N2O3, from the Open Molecules 2025 dataset.

Geometry as ORCA input:
```
! RIJCOSX wB97M-V def2-TZVPD def2/J DEFGRID3
* xyz 0 1
O -0.23823 -0.96530 -1.69170
O 5.20210 -0.07749 0.81082
O -1.85606 -0.61486 2.49807
N 1.53703 -0.09074 0.77622
N -2.03084 1.66594 -0.83367
C -1.38173 -1.75992 -1.49802
C -4.36461 -0.22601 1.24876
C -5.54555 -0.03140 0.57054
C 1.10493 -1.41836 0.35963
C 3.93229 -0.28015 0.23453
C -1.91173 0.10853 1.50572
C 0.95002 -1.51945 -1.16768
C -3.19487 1.11066 -0.38248
C -3.17392 0.33995 0.78781
C 0.56609 0.56339 1.64816
C -0.74622 0.77250 0.94145
C -0.83541 1.49899 -0.20425
C -5.55834 0.73407 -0.59362
C 0.32269 2.14766 -0.88674
C 2.87847 -0.06610 1.32095
C -4.39799 1.30068 -1.06933
C 6.25412 -0.27106 -0.09658
H 0.15311 -1.66945 0.83448
H 1.75785 -0.96031 -1.64490
H -6.46244 -0.46918 0.93457
H 1.83358 -2.17449 0.67430
H -4.40472 1.89436 -1.97303
H 3.03266 -0.81699 2.11403
H 7.17635 -0.09123 0.45201
H -1.23469 -2.76565 -1.91173
H 0.06388 3.15723 -1.20553
H -4.32060 -0.81640 2.15161
H 1.18854 2.17873 -0.23765
H 6.25759 -1.29525 -0.49168
H -6.48521 0.88439 -1.12734
H -1.65393 -1.85021 -0.44176
H 3.86629 -1.29652 -0.18287
H -2.04758 2.17281 -1.70761
H 0.98127 1.52845 1.95447
H 3.76511 0.43521 -0.58591
H 6.18768 0.42818 -0.94010
H 0.36432 -0.02491 2.55716
H 3.06304 0.91698 1.75928
H 1.02028 -2.57634 -1.46755
H -2.19578 -1.26822 -2.02830
H 0.58118 1.55729 -1.76456
*
```

The SMILES is COCCN(CCOC)Cc1c(C)[nH]c2ccccc2c1=O. Its gap between HOMO and LUMO is 8.69 eV. The LUMO energy is 0.02398 Eh. The HOMO energy comes out at -8.0 eV.

Of them, w has the highest stability.

w.
The following is a quantum chemistry calculation of the molecule C3H2ClNOS, from the Open Molecules 2025 dataset.

Geometry as ORCA input:
```
! RIJCOSX wB97M-V def2-TZVPD def2/J DEFGRID3
* xyz 0 1
Cl -0.17800 2.47949 -1.08292
S 0.82256 -2.30669 1.33870
O -1.02884 -1.00956 0.01877
N -1.26783 0.28071 -0.48580
C -0.04882 0.91187 -0.47726
C 0.92738 0.11721 0.01399
C 0.28366 -1.05849 0.46288
H 1.98365 0.30928 0.11407
H -1.98643 0.73437 0.12919
*
```

The SMILES is S=c1cc(Cl)[nH]o1. Its gap between HOMO and LUMO is 8.55 eV. The LUMO energy is -0.00928 Eh. The HOMO energy comes out at -8.8 eV.

x.
The following is a quantum chemistry calculation of the molecule C3H2ClNOS, from the Open Molecules 2025 dataset.

Geometry as ORCA input:
```
! RIJCOSX wB97M-V def2-TZVPD def2/J DEFGRID3
* xyz 0 1
Cl 1.79729 0.31826 1.24318
S -1.60387 1.35371 1.76293
O -1.18165 0.83152 -0.82760
N -0.38233 0.10425 -1.65525
C 0.36940 -0.28928 0.50462
C -0.79040 0.63396 0.49649
C 0.48287 -0.54864 -0.95319
H 0.13082 -1.25618 0.96197
H 1.17787 -1.14760 -1.53314
*
```

The SMILES is S=C1ON=C[C@H]1Cl. Its gap between HOMO and LUMO is 8.46 eV. The LUMO energy is -0.03629 Eh. The HOMO energy comes out at -9.4 eV.

Of them, w has the highest stability.

w.
The following is a quantum chemistry calculation of a cluster of 2 separate species, C6H17PSi in total, from the Open Molecules 2025 dataset.

Geometry as ORCA input:
```
! RIJCOSX wB97M-V def2-TZVPD def2/J DEFGRID3
* xyz 0 1
P -1.89049 2.14801 -1.19582
Si -0.28974 -2.07019 -1.29935
C 0.23016 -2.92877 0.31832
C -0.26526 1.37605 -0.54545
C 1.69657 2.04818 1.89284
C 1.27237 0.65225 1.33108
C -0.09293 0.67750 0.77043
C -1.89770 -1.87299 -1.97332
H 1.91265 2.69693 1.14022
H -0.37418 -0.43693 0.74047
H -0.70531 1.26539 1.46115
H -1.64437 2.55800 -2.60466
H -2.76449 -2.45408 -1.74654
H -2.56428 0.87806 -1.54132
H 0.90198 2.48412 2.46678
H 0.03293 0.71664 -1.32737
H -0.51490 -3.42235 0.81274
H 0.41295 2.17853 -0.49425
H 2.54116 1.91050 2.55839
H -1.97673 -1.04153 -2.71238
H 0.96701 -1.52454 -1.72328
H 0.69245 -2.32582 1.02544
H 0.90230 -3.72473 0.05385
H 2.09014 0.42340 0.58572
H 1.32771 -0.21165 2.00631
*
```

The SMILES is C=[SiH]C.CCCCP. Its gap between HOMO and LUMO is 8.80 eV. The LUMO energy is 0.02059 Eh. The HOMO energy comes out at -8.2 eV.

x.
The following is a quantum chemistry calculation of the molecule C6H17PSi, from the Open Molecules 2025 dataset.

Geometry as ORCA input:
```
! RIJCOSX wB97M-V def2-TZVPD def2/J DEFGRID3
* xyz 0 1
P 2.47565 -1.26625 0.20789
Si 0.84392 0.33403 0.10655
C 0.86988 1.74696 1.48708
C 1.47914 1.34633 -1.51280
C -1.06640 -1.39824 1.25890
C -1.04693 -1.58327 -1.28286
C -2.22278 0.27524 -0.11924
C -0.98729 -0.65310 -0.06497
H -3.15000 -0.17035 0.16193
H -1.10821 -0.51742 2.06103
H 0.81528 1.51016 2.59549
H -0.57283 -1.14016 -2.29796
H 3.39339 -0.73153 -0.73155
H -0.13303 -1.93061 1.58824
H -0.65331 -2.66371 -1.07030
H 0.97969 1.22203 -2.48423
H 2.53691 1.45946 -1.79230
H -2.56580 0.54121 -1.19849
H 3.01693 -0.60828 1.28683
H 0.17550 2.43441 1.15504
H -2.10954 1.22745 0.40691
H -1.95538 -2.06816 1.34886
H -2.11275 -1.81004 -1.42522
H 1.22929 2.25592 -0.99356
H 1.86864 2.18796 1.30870
*
```

The SMILES is CC(C)(C)[Si](C)(C)P. Its gap between HOMO and LUMO is 9.55 eV. The LUMO energy is 0.02846 Eh. The HOMO energy comes out at -8.8 eV.

Of them, x has the highest stability.

w.
The following is a quantum chemistry calculation of a cluster of 4 separate species, C3H14N2O2S in total, from the Open Molecules 2025 dataset.

Geometry as ORCA input:
```
! RIJCOSX wB97M-V def2-TZVPD def2/J DEFGRID3
* xyz 0 1
S 2.61694 -0.75487 0.72803
O -1.37730 -1.91820 -0.67250
O -2.21379 0.24121 -1.25653
N 0.49159 0.83830 -1.03057
N -1.57285 0.49180 1.41769
C -0.10338 0.31861 1.31164
C 2.05619 0.98563 0.63672
C 0.61847 1.23414 0.30839
H 0.09353 -0.65837 0.87729
H 2.73232 1.41833 -0.17124
H -1.83673 0.43363 2.36223
H -1.80489 -2.61256 -1.18818
H -1.70553 -0.97439 -1.11966
H 2.40241 1.36316 1.83578
H -2.09281 -0.12374 0.76536
H 1.66291 -2.03875 -2.10672
H 2.29516 -1.61188 -2.08058
H 0.54756 2.33705 0.39186
H 0.68079 -0.19436 -0.74634
H -0.53670 0.73891 -1.33228
H -3.22928 0.12910 -1.28393
H 0.27536 0.35723 2.35355
*
```

Its gap between HOMO and LUMO is 3.87 eV. The LUMO energy is -0.17264 Eh. The HOMO energy comes out at -8.6 eV.

x.
The following is a quantum chemistry calculation of a cluster of 4 separate species, C3H14N2O2S in total, from the Open Molecules 2025 dataset.

Geometry as ORCA input:
```
! RIJCOSX wB97M-V def2-TZVPD def2/J DEFGRID3
* xyz 0 1
S 1.08121 3.68797 0.43161
O -1.44205 -3.99825 1.21521
O -2.81957 -0.73967 -0.78842
N 0.34806 -1.47377 -1.03227
N -0.66003 1.09768 0.58558
C 1.07382 -0.38083 -0.35169
C 1.57378 2.09629 -0.23985
C 0.49474 0.96515 -0.39361
H -2.74674 -0.03073 -0.14318
H -2.06731 -3.59696 0.57440
H 1.36663 -0.57867 0.68209
H -0.09954 1.27141 -1.29271
H 2.49618 1.69913 0.19569
H 1.83502 2.53204 -1.23794
H -1.79910 -3.60845 2.02191
H -2.04229 -0.57531 -1.33230
H 1.20714 2.73527 2.04303
H 0.95448 -1.79314 -1.79669
H -0.23589 1.10347 1.53949
H -0.83859 2.12313 0.55895
H 2.04624 -0.27631 -0.88061
H 0.27382 -2.25945 -0.35871
*
```

Its gap between HOMO and LUMO is 8.69 eV. The LUMO energy is -0.03602 Eh. The HOMO energy comes out at -9.7 eV.

Of them, x has the highest stability.

w.
The following is a quantum chemistry calculation of the ion C4H5N2O2S with charge +1, from the Open Molecules 2025 dataset.

Geometry as ORCA input:
```
! RIJCOSX wB97M-V def2-TZVPD def2/J DEFGRID3
* xyz 1 1
S 2.06920 0.83841 0.06278
O 3.05599 -1.68721 0.17093
O -0.82908 2.58435 0.32108
N -1.34904 0.39667 0.60270
N -0.28270 -1.54515 0.22918
C -1.32763 -0.91450 0.51254
C -0.59422 1.41047 0.11608
C 0.52981 0.93702 -0.84388
C 2.52844 -0.69282 0.07469
H 0.76767 1.56800 -1.73869
H -2.31218 -1.23481 0.58301
H -0.32447 -2.54764 -0.06939
H -2.12543 0.88876 1.09251
H 0.19364 -0.00154 -1.11353
*
```

Its gap between HOMO and LUMO is 8.53 eV. The LUMO energy is -0.21912 Eh. The HOMO energy comes out at -14.5 eV.

x.
The following is a quantum chemistry calculation of the ion C4H5N2O2S with charge +1, from the Open Molecules 2025 dataset.

Geometry as ORCA input:
```
! RIJCOSX wB97M-V def2-TZVPD def2/J DEFGRID3
* xyz 1 1
S 0.71785 -2.23558 0.95419
O -0.90204 1.28208 -0.42607
O 0.92005 0.60492 -1.69173
N 1.64889 -0.22683 -0.80741
N -0.55660 0.41690 0.56341
C -0.73615 -1.66010 1.61800
C -1.25664 -0.42665 1.28469
C 1.00360 -1.00932 -0.07120
C 0.13009 1.66916 -1.31415
H -2.32614 -0.34348 1.55638
H 0.58055 2.53338 -0.76867
H 2.62581 -0.28085 -0.91796
H -1.45352 -2.30695 2.27586
H -0.39574 1.98333 -2.25536
*
```

Its gap between HOMO and LUMO (alpha / beta) is 7.22 / 7.27 eV. The LUMO energy (alpha / beta) is -0.21623 / -0.21545 Eh. The HOMO energy (alpha / beta) comes out at -13.1 / -13.1 eV.

Of them, w has the highest stability.

w.
The following is a quantum chemistry calculation of a structure of composition C3H3N2O2, from the Open Molecules 2025 dataset.

Geometry as ORCA input:
```
! RIJCOSX wB97M-V def2-TZVPD def2/J DEFGRID3
* xyz -1 1
O 1.03101 -0.55711 -2.33112
O 0.78606 1.66539 -1.90503
N -0.63973 0.04058 -0.35604
N -0.18357 -1.14759 0.33340
C -0.14887 -0.38254 1.53696
C -0.42430 0.74098 0.82385
C 0.71593 0.48634 -1.87985
H -0.81290 -1.94571 0.25681
H 0.13606 -0.70263 2.52538
H -0.45968 1.80229 0.99564
*
```

Its gap between HOMO and LUMO is 6.90 eV. The LUMO energy is 0.15977 Eh. The HOMO energy comes out at -2.6 eV.

x.
The following is a quantum chemistry calculation of a cluster of 2 separate species, C3H3N2O2 in total, from the Open Molecules 2025 dataset.

Geometry as ORCA input:
```
! RIJCOSX wB97M-V def2-TZVPD def2/J DEFGRID3
* xyz -1 1
O 1.74386 1.60795 -2.29866
O -0.33956 0.75983 -2.61231
N -1.35996 0.38705 0.96309
N 1.95629 0.20465 0.48809
C -0.38628 -0.07681 0.28444
C 0.71803 1.06902 -2.17734
C 0.82144 0.47123 -0.06853
H -2.14825 -0.22591 1.12508
H 2.70131 0.60342 -0.16038
H -0.56515 -1.11586 -0.08007
*
```

Its gap between HOMO and LUMO is 7.11 eV. The LUMO energy is 0.15363 Eh. The HOMO energy comes out at -2.9 eV.

Of them, x has the highest stability.

w.
The following is a quantum chemistry calculation of the molecule C18H24N2O3, from the Open Molecules 2025 dataset.

Geometry as ORCA input:
```
! RIJCOSX wB97M-V def2-TZVPD def2/J DEFGRID3
* xyz 0 1
O 1.76446 -1.11564 -1.53507
O 6.71969 -0.60443 0.46412
O -3.58697 1.68008 0.04932
N -3.17143 -0.35382 0.87506
N 2.57657 0.22198 0.09530
C -6.00780 -1.73121 0.10136
C 3.92951 -0.26267 -0.13099
C 6.31820 0.25284 -0.57758
C 5.82595 -1.68023 0.63240
C -5.47158 0.54162 1.10273
C -2.01388 0.11984 0.30097
C 1.58142 -0.26359 -0.68562
C -2.28458 1.40438 -0.21441
C -1.32281 2.16084 -0.85576
C -0.06533 1.59702 -0.96231
C 2.35038 1.19734 1.13502
C 0.21881 0.32327 -0.45588
C 4.94288 0.86971 -0.30699
C -4.04508 0.57735 0.70174
C -0.75156 -0.43994 0.17158
C -6.77432 -2.47803 -0.98318
C -6.31138 -0.23602 0.07635
C 4.41565 -1.19842 0.98091
H -4.93564 -1.88305 -0.03135
H -5.83224 1.56886 1.17368
H 3.02379 1.00515 1.96886
H 6.24093 -2.28758 1.43928
H -1.54570 3.13765 -1.25347
H -6.11746 0.16243 -0.92225
H -6.49739 -2.11164 -1.96931
H 4.65792 1.51426 -1.13926
H -7.36786 -0.07413 0.30016
H -7.84685 -2.34325 -0.85714
H 6.29135 -0.30002 -1.52973
H -5.55243 0.05706 2.07621
H 4.45083 -0.67076 1.93587
H 5.78874 -2.28422 -0.28749
H 7.08617 1.02682 -0.63818
H -6.27699 -2.13361 1.08012
H 0.71945 2.14548 -1.46137
H 1.32606 1.12705 1.49647
H 3.74459 -2.05236 1.07395
H -0.53842 -1.42836 0.54403
H -6.55474 -3.54174 -0.93993
H 2.52256 2.21520 0.77254
H 3.87126 -0.83847 -1.06314
H 5.00270 1.46972 0.60233
*
```

The SMILES is CCCCc1nc2cc(C(=O)N(C)C3CCOCC3)ccc2o1. Its gap between HOMO and LUMO is 9.62 eV. The LUMO energy is 0.02706 Eh. The HOMO energy comes out at -8.9 eV.

x.
The following is a quantum chemistry calculation of the molecule C18H24N2O3, from the Open Molecules 2025 dataset.

Geometry as ORCA input:
```
! RIJCOSX wB97M-V def2-TZVPD def2/J DEFGRID3
* xyz 0 1
O 2.22703 2.77213 -0.12412
O -2.44402 1.54162 0.53927
O 5.34601 0.11423 0.98971
N 1.52043 0.96558 -1.28498
N 4.62753 -1.02276 0.83183
C -1.15583 1.78300 0.03213
C 2.32268 1.58817 -0.39058
C -2.67001 0.22393 0.99034
C 0.50388 -3.66696 -0.28837
C 2.43074 -1.71014 0.12832
C 2.77263 -2.91049 -0.48822
C -0.93482 1.21834 -1.37684
C 0.16301 -2.48333 0.34572
C 5.19093 2.52411 0.69861
C -5.39328 -0.74211 -0.34956
C 3.45306 -0.69097 0.35924
C -5.18053 0.41347 0.62149
C 1.80961 -3.87977 -0.69996
C 3.37843 0.72810 0.18349
C 0.42333 1.63292 -1.94446
C 4.61063 1.16686 0.61583
C -4.05581 0.15710 1.62520
C 1.11938 -1.50642 0.55285
H -0.84947 -2.32359 0.68642
H 3.79493 -3.06825 -0.79443
H 5.55168 2.71176 1.70817
H -6.10676 0.58386 1.17437
H 0.57805 2.70533 -1.80481
H 0.46452 1.39939 -3.01297
H 1.60907 -0.02956 -1.42078
H 2.07885 -4.80692 -1.18341
H -1.72594 1.59519 -2.02675
H -4.09918 0.91547 2.40821
H -6.23730 -0.53355 -1.00291
H -4.94592 1.32358 0.06867
H -5.59937 -1.66360 0.19197
H -0.99640 0.12720 -1.36045
H 0.86022 -0.58980 1.06288
H 6.03526 2.61505 0.01651
H -2.60004 -0.49030 0.15815
H -4.51673 -0.89810 -0.97329
H -1.90533 -0.04779 1.73702
H -0.24614 -4.42621 -0.45249
H 4.42464 3.24956 0.44062
H -4.18312 -0.82415 2.08734
H -0.39487 1.38763 0.72100
H -1.05564 2.87114 0.00399
*
```

The SMILES is CCCCOCCCNC(=O)c1c(-c2ccccc2)noc1C. Its gap between HOMO and LUMO is 10.09 eV. The LUMO energy is 0.02349 Eh. The HOMO energy comes out at -9.4 eV.

Of them, w has the highest stability.